DFT (ωB97M-V/def2-TZVPD) results for the molecule C5H11NO.

```
18
Properties=species:S:1:pos:R:3:forces:R:3
C -2.354 0.345 -0.123 0.0 -0.6 0.0
C -1.312 -0.798 0.360 -0.5 0.2 -0.1
N 0.108 -0.486 0.561 -0.2 0.1 0.0
C 0.342 0.941 0.632 0.1 0.3 0.1
C 0.820 0.156 -0.532 0.0 0.0 -0.1
C 2.278 -0.248 -0.688 -0.1 0.1 -0.3
O 2.938 -0.404 0.544 -0.1 -0.2 0.2
H -3.150 0.406 0.623 0.0 -0.3 -0.1
H -2.797 0.064 -1.077 -0.1 -0.2 0.1
H -2.111 1.415 -0.277 0.6 -0.8 0.2
H -1.659 -1.165 1.335 -0.1 0.2 -0.2
H -1.339 -1.679 -0.302 -0.3 0.5 0.0
H -0.580 1.477 0.468 0.6 0.5 0.2
H 0.997 1.324 1.403 0.2 -0.1 -0.1
H 0.284 0.279 -1.477 0.0 0.0 0.2
H 2.337 -1.171 -1.289 -0.1 0.1 0.1
H 2.820 0.528 -1.241 -0.1 -0.1 0.1
H 2.378 -0.985 1.080 0.0 0.1 0.0
```
Forces are in eV/Å.

Its structure (SMILES) is CCN1C[C@H]1CO. The value obtained for the electronic energy is -327.03263 Ha. Its strongest force on any atom is 1.0 eV Å⁻¹. Its charge is 0. The LUMO energy comes out at 1.06 eV. As for the frontier orbital gap: 10.333 eV.